C58H100F12N17O8S2 | ωB97M-V/def2-TZVPD

Positions of all 197 atoms, in Å:
S 0.7180 6.4774 1.0042
S 0.4819 3.9034 0.0249
F 2.9763 -2.4143 -1.3044
F 2.5116 7.7171 -0.5793
F 0.9693 -2.5152 -2.3577
F 2.9246 3.6081 1.2142
F 3.2768 6.9490 1.2814
F -7.0611 -0.3505 3.8369
F 2.8820 2.9609 -0.9216
F -6.3809 -2.3480 4.7827
F 1.8480 1.7596 0.5953
F 1.7705 -0.6334 -1.7455
F -6.8438 -2.1800 2.6498
F 1.9100 8.7057 1.2132
O -4.2667 0.0052 4.1835
O 0.0223 3.2893 -1.1253
O -3.8826 -2.1211 3.1565
O -0.0770 3.5667 1.2607
O 0.9073 5.9297 2.3751
O 0.0454 -1.2383 0.4469
O 0.5893 -3.5261 0.0347
O -0.3704 7.4249 0.8050
N 5.2295 -5.3381 -3.2737
N 2.9776 5.0304 -6.7111
N -1.4446 -8.3439 -0.4128
N 6.1927 -6.9197 -4.4068
N 3.7017 -1.4669 2.7414
N -2.9000 2.5603 -0.9982
N 3.0175 4.8206 5.0090
N -6.9339 4.9672 4.5637
N -3.7574 -3.7654 -3.0517
N 5.0855 4.8479 5.5519
N -7.1628 3.4242 3.1182
N -3.5715 -3.5669 -0.8995
N 5.0136 -0.7358 1.2443
N -2.9994 4.7039 -1.5057
N 0.6558 -8.0438 -0.3666
N 1.5769 3.4707 -6.1635
N 0.7323 5.3430 -0.2304
C 6.2327 -7.2163 -3.0390
C 5.0231 -8.6603 -5.8249
C 6.3295 -7.9722 -5.4243
C 2.8418 3.0122 -5.9178
C 1.3344 3.0784 4.5691
C -0.8459 -9.5142 -0.9266
C -4.4628 -3.6662 -1.9452
C -0.4369 -1.4244 1.7499
C 3.7056 5.0852 3.8353
C -3.1730 4.6019 -0.1591
C -4.7390 -1.0590 3.2419
C 5.6187 -6.1963 -2.3281
C 5.0053 5.1111 4.2205
C 1.6006 -1.9232 -1.3322
C 4.3545 -4.1913 -3.1113
C 3.8679 4.6700 6.0305
C -2.4159 -3.6924 -2.7463
C 3.4046 6.3530 -7.1199
C -2.1998 7.0753 -1.4136
C -1.1562 -0.2168 2.2369
C -7.1127 6.3244 5.1094
C 5.9428 -0.1748 -0.9743
C 2.1653 3.0664 0.1996
C 4.0917 0.2320 1.4660
C -7.6795 2.6380 2.0727
C 6.2941 4.9018 6.3720
C 6.2526 -0.6229 0.4961
C -4.2158 -3.6815 -4.4054
C 2.2721 7.5460 0.7036
C 3.7040 3.9884 -6.2460
C 2.4026 -6.5358 -1.2249
C -4.0090 -3.1277 0.4560
C -6.6301 2.1627 1.1029
C -7.5399 4.6698 3.3845
C -6.3735 2.8849 4.1149
C 0.4838 -9.2962 -0.9531
C 5.5669 -5.7703 -4.5169
C 0.3399 2.7785 -5.9053
C -2.8554 5.9736 -2.2504
C -3.3641 -0.4324 5.2155
C 1.5515 4.5009 4.9840
C -2.8748 3.4670 -2.0083
C -4.0383 -0.6242 6.6047
C -2.2886 -3.5930 -1.3761
C -6.2374 -1.5518 3.6805
C 0.9720 -2.3258 0.1240
C 4.8151 -1.7575 2.0618
C 1.6862 4.6702 -6.6560
C -2.5021 1.2156 -1.0932
C -3.0868 3.2479 0.1578
C 2.9613 -2.3997 3.6440
C 3.2214 -0.2262 2.3728
C -6.2053 3.9138 5.0604
C 1.9620 -7.4315 -0.0331
C -2.9670 -8.1152 -0.4693
C -0.4899 -7.5349 0.0361
C -3.7294 -2.3813 -5.2259
C 0.3487 2.1074 -4.5171
H -0.4239 1.3309 -4.4928
H 5.7348 -1.0183 -1.6148
H 0.1567 2.8460 -3.7325
H -5.3173 -3.7255 -4.4194
H 3.5476 4.6634 7.0623
H -3.2341 5.4499 0.4885
H -1.6939 1.1186 -0.3898
H 6.7511 -7.5231 -6.3440
H -2.1282 7.9842 -1.9927
H -2.7001 -2.4908 -5.6024
H -0.4336 3.5426 -5.9045
H 0.2395 3.0205 4.6338
H 4.2468 1.1768 0.9792
H -8.1732 5.2147 2.7174
H 4.4170 6.5247 -6.7810
H 1.2636 1.5912 -4.2174
H -3.0028 -1.3956 4.9182
H 6.7571 -8.0993 -2.6629
H 2.1578 -2.8183 3.1039
H 7.0587 -8.6539 -4.9999
H -3.9412 -4.5647 -5.0042
H -5.5615 4.0148 5.9086
H -3.3089 0.5127 -0.8609
H -5.0140 -0.4950 2.3015
H 2.4085 -1.9045 4.4517
H -0.5890 0.6855 1.9856
H 3.0890 5.3737 2.9941
H -1.2286 -2.1875 1.8283
H 6.8513 -1.5399 0.6347
H 6.8761 0.1413 0.9461
H 2.6989 7.1291 -6.8682
H 3.6613 6.3632 -8.1790
H 5.3779 -9.5927 -6.2952
H 2.2715 0.1995 2.7489
H 2.5615 -7.0887 -2.1437
H -2.1645 1.0208 -2.1024
H -3.9238 -4.0382 1.0657
H 1.7997 -2.0196 0.7971
H -1.3745 -3.4775 -0.8715
H 1.1618 4.7008 6.0118
H 5.4341 -2.6044 2.2406
H 4.4194 -8.1727 -6.5921
H -3.1026 2.8429 1.1265
H 7.0472 4.2981 5.8813
H -1.3482 -0.2746 3.2895
H 6.1040 4.4159 7.3258
H 6.8166 0.3003 -1.3332
H 4.8320 -3.3264 -2.6461
H -0.6825 -6.5937 0.5509
H -5.9542 1.4722 1.6252
H -7.6010 6.9901 4.3671
H 6.7853 5.8671 6.4280
H 2.9667 2.0132 -5.5448
H 2.6394 -8.2403 0.1754
H -2.6148 3.2309 -3.0296
H 3.3541 -6.1049 -0.8331
H 0.1630 2.1402 -6.7834
H 1.3266 -9.9136 -1.2611
H -4.7723 -1.4341 6.5672
H -3.7576 -1.4117 -4.7007
H -2.5391 0.2867 5.2521
H -4.3618 -2.2870 -6.0742
H -3.1596 -7.9426 -1.5011
H -8.1475 1.7648 2.6096
H 0.8837 5.2650 -7.0744
H 4.7542 3.9958 -6.0895
H -5.0594 -2.8117 0.3735
H 5.8981 5.4463 3.7661
H -7.1535 1.5774 0.3570
H 4.0160 -3.8390 -4.0772
H 5.5398 -6.0790 -1.2386
H -6.0264 1.8822 4.2388
H 1.5746 2.9275 3.5219
H -7.6658 6.3539 6.0261
H 0.3674 -1.7294 2.4324
H -4.5250 0.2848 7.0292
H -2.7570 7.4167 -0.5192
H -3.4520 -9.1131 -0.2868
H 4.4264 -8.9365 -4.9706
H 1.7910 -5.6070 -1.3736
H 5.1264 0.5269 -1.0300
H -6.1460 6.6579 5.4248
H -2.1534 -0.1886 1.7536
H -1.4103 -10.3202 -1.3806
H -1.2836 6.7304 -0.9847
H -2.2479 5.7833 -3.1298
H 3.7420 -3.0551 4.0165
H -3.8609 6.3107 -2.6032
H -6.0609 2.9968 0.6582
H -8.5283 3.0953 1.5631
H -3.2093 -7.2383 0.1235
H -1.7297 -3.8541 -3.5614
H -5.5477 -3.5790 -1.9029
H 1.7289 -6.8315 0.8511
H -3.2269 -0.8594 7.2612
H 3.4679 -4.4360 -2.4622
H 1.6919 2.3744 5.3045
H -3.3412 -2.3202 0.7212
H 1.1734 5.2519 4.2721
H 5.3931 -5.2860 -5.4481

Cartesian forces (eV/Å) of the 2 atoms listed first:
S -0.6 -0.1 1.1
S 3.1 -1.4 2.0

The frontier orbital gap comes out at 6.4 eV. As for the total charge: +5. The HOMO energy is -0.5267 Eh. As for the LUMO energy: -7.946 eV.

Here are the Löwdin charges for atoms 1 to 99, given in e: atom 1 (S): 0.75, atom 2 (S): 0.40, atom 3 (F): -0.02, atom 4 (F): 0.17, atom 5 (F): 0.11, atom 6 (F): 0.08, atom 7 (F): 0.17, atom 8 (F): -0.01, atom 9 (F): 0.13, atom 10 (F): 0.12, atom 11 (F): 0.04, atom 12 (F): 0.09, atom 13 (F): 0.10, atom 14 (F): 0.17, atom 15 (O): -0.16, atom 16 (O): -0.26, atom 17 (O): -0.22, atom 18 (O): -0.26, atom 19 (O): -0.34, atom 20 (O): -0.11, atom 21 (O): -0.13, atom 22 (O): -0.30, atom 23 (N): -0.09, atom 24 (N): -0.07, atom 25 (N): -0.06, atom 26 (N): -0.03, atom 27 (N): -0.07, atom 28 (N): -0.09, atom 29 (N): -0.04, atom 30 (N): -0.09, atom 31 (N): -0.09, atom 32 (N): -0.09, atom 33 (N): -0.08, atom 34 (N): -0.07, atom 35 (N): -0.05, atom 36 (N): -0.03, atom 37 (N): -0.07, atom 38 (N): -0.06, atom 39 (N): -0.28, atom 40 (C): 0.02, atom 41 (C): -0.05, atom 42 (C): -0.15, atom 43 (C): 0.00, atom 44 (C): -0.06, atom 45 (C): 0.01, atom 46 (C): 0.01, atom 47 (C): -0.30, atom 48 (C): 0.02, atom 49 (C): 0.01, atom 50 (C): -0.43, atom 51 (C): -0.03, atom 52 (C): 0.00, atom 53 (C): -0.41, atom 54 (C): 0.01, atom 55 (C): -0.01, atom 56 (C): 0.00, atom 57 (C): 0.03, atom 58 (C): -0.07, atom 59 (C): -0.06, atom 60 (C): 0.03, atom 61 (C): -0.02, atom 62 (C): -0.55, atom 63 (C): -0.02, atom 64 (C): -0.20, atom 65 (C): 0.03, atom 66 (C): -0.12, atom 67 (C): -0.14, atom 68 (C): -0.69, atom 69 (C): 0.01, atom 70 (C): -0.06, atom 71 (C): 0.03, atom 72 (C): -0.06, atom 73 (C): 0.02, atom 74 (C): 0.05, atom 75 (C): 0.01, atom 76 (C): 0.00, atom 77 (C): -0.14, atom 78 (C): -0.13, atom 79 (C): -0.27, atom 80 (C): -0.15, atom 81 (C): -0.01, atom 82 (C): -0.06, atom 83 (C): 0.02, atom 84 (C): -0.41, atom 85 (C): -0.55, atom 86 (C): 0.00, atom 87 (C): -0.01, atom 88 (C): 0.01, atom 89 (C): -0.01, atom 90 (C): 0.05, atom 91 (C): 0.00, atom 92 (C): 0.04, atom 93 (C): -0.12, atom 94 (C): 0.07, atom 95 (C): -0.02, atom 96 (C): -0.04, atom 97 (C): -0.05, atom 98 (H): 0.08, atom 99 (H): 0.06

=====

C8H6I2IrO2S | ωB97M-V/def2-TZVPD

Positions of all 20 atoms, in Å:
Ir 0.6841 1.8911 -0.8900
I 0.1344 3.9481 -2.4946
I 3.0153 2.1309 -2.2136
S -0.1786 -0.3028 -1.4119
O 0.6701 1.2724 0.9493
O 1.9529 -0.2894 1.9970
C -0.6875 -1.1162 -0.0175
C 0.9570 0.0778 1.4634
C -1.7089 -2.1047 -0.2107
C -0.6506 -1.6043 2.3558
C -0.1761 -0.9046 1.2851
C 2.2128 3.9464 -3.0243
C -2.1980 -2.7837 0.8670
C -1.6828 -2.5455 2.1544
H 2.3138 3.9433 -4.1049
H 2.7069 4.7984 -2.5691
H -2.0596 -3.0990 3.0047
H -0.2356 -1.4588 3.3439
H -2.9830 -3.5137 0.7251
H -2.0867 -2.2857 -1.2090

Cartesian forces (eV/Å) of the 2 atoms listed first:
Ir 0.2 -2.1 0.6
I 0.4 -0.5 0.0

The frontier orbital gap (alpha / beta) comes out at 6.0 / 6.3 eV. As for the total charge: +2. Its spin multiplicity is 2. The HOMO energy (alpha / beta) is -0.5947 / -0.6109 Eh. As for the LUMO energy (alpha / beta): -10.175 / -10.316 eV.

Table of Löwdin atomic charges, one value per atom, all in e: atom 1 (Ir): 0.53, atom 2 (I): 1.06, atom 3 (I): 1.13, atom 4 (S): 0.87, atom 5 (O): -0.24, atom 6 (O): 0.22, atom 7 (C): -0.55, atom 8 (C): -0.57, atom 9 (C): -0.05, atom 10 (C): 0.06, atom 11 (C): -0.14, atom 12 (C): -0.96, atom 13 (C): -0.01, atom 14 (C): 0.07, atom 15 (H): 0.01, atom 16 (H): 0.01, atom 17 (H): 0.14, atom 18 (H): 0.15, atom 19 (H): 0.14, atom 20 (H): 0.13

=====

Number 1: maximum force 5.27 eV Å⁻¹, electronic energy -5795.80120 Ha. Number 2: maximum force 2.51 eV Å⁻¹, electronic energy -1556.08565 Ha.